Entry 1:
11
Properties=species:S:1:pos:R:3:lowdin_charge:R:1 method="wB97M-V/def2-TZVPD" s_squared=0.759 multiplicity=2 gap_ev="5.90 / 5.48" e_lumo_ev="-5.370 / -5.367" e_homo_ev="-11.27 / -10.85" total_charge=+1
Na 0.148 -2.414 -2.503 0.891
Na -1.631 1.225 -1.268 0.625
O -0.145 -0.615 -0.825 -0.295
C -1.282 2.483 1.170 -0.178
C -0.108 2.330 0.710 -0.244
C 0.947 -0.023 0.219 -0.042
C -0.176 -0.903 0.583 -0.175
H 1.295 0.871 -0.306 0.080
H 0.065 -1.936 0.849 0.125
H -1.024 -0.477 1.129 0.110
H 1.912 -0.542 0.242 0.103

***

Entry 2:
14
Properties=species:S:1:pos:R:3:lowdin_charge:R:1 method="wB97M-V/def2-TZVPD" smiles="CO/C=C/OC" gap_ev=9.14 e_lumo_ev=0.980 e_homo_ev=-8.16
O -1.464 0.423 0.999 -0.133
O 1.521 -0.475 -0.981 -0.142
C 2.419 0.492 -0.470 -0.112
C -2.439 -0.449 0.475 -0.106
C 0.232 -0.427 -0.519 -0.144
C -0.203 0.334 0.490 -0.151
H 0.460 0.981 1.050 0.112
H 3.411 0.239 -0.866 0.092
H 2.136 1.520 -0.791 0.103
H -2.812 -0.105 -0.498 0.096
H 2.460 0.501 0.639 0.088
H -3.264 -0.450 1.190 0.091
H -0.398 -1.108 -1.081 0.117
H -2.060 -1.475 0.364 0.089

***

The evaluated energy above the lowest of the compared OMol25 structures with the same formula, charge and spin for the records listed, in turn: 0.000, 2.492 eV.